[1]
Density functional theory data (ωB97M-V with the def2-TZVPD basis set) for a gas-phase ion, C6H12NO (charge +1).

Each line ends with the natural charge from an NBO analysis.
Atoms and positions in Å:
C -1.01 0.62 -2.74  -0.336
C -0.86 0.90 -1.49  -0.256
C -1.35 -0.19 -0.54  -0.458
C -0.22 -0.69 0.25  -0.475
C 0.74 0.37 0.84  -0.158
N 2.09 -0.33 0.87  -0.727
C 0.09 0.34 2.32  0.432
O 0.36 -0.72 2.95  -0.510
H -0.68 1.35 -3.57  0.206
H -1.53 -0.17 -3.26  0.216
H -0.60 1.89 -1.10  0.214
H -1.84 -1.03 -1.09  0.242
H -2.25 0.03 0.05  0.228
H -0.67 -1.44 1.03  0.264
H 0.14 -1.54 -0.33  0.241
H 0.88 1.29 0.20  0.269
H 2.22 -1.05 1.76  0.485
H 2.88 0.37 0.91  0.464
H 2.03 -1.07 0.13  0.466
H -0.45 1.08 2.79  0.191

Output
* total charge: +1
* SMILES string: C=CCC[C@H]([NH3+])C=O
* energy above the lowest of the compared OMol25 structures with the same formula, charge and spin: 3.172 eV

---

[2]
Density functional theory data (ωB97M-V with the def2-TZVPD basis set) for a molecular structure, C20H32Br4NO15.

Each line ends with the Löwdin charge.
Atoms and positions in Å:
N 0.61 0.52 -1.12  -0.534
O -0.14 0.88 -0.25  -0.209
O 1.77 0.23 -1.01  0.079
O 0.17 0.33 -2.24  -0.045
Br 0.41 4.52 1.85  0.774
C -1.30 3.49 2.00  -0.648
C -1.07 2.01 1.79  -0.567
Br -2.77 1.13 1.63  1.266
H -1.85 3.87 1.14  -0.252
H -1.85 3.80 2.89  0.062
H -0.44 1.47 2.49  0.048
H -0.53 1.73 0.88  -0.019
Br -1.82 4.64 -0.35  0.810
C -0.66 3.27 -1.24  -0.483
C -1.18 2.66 -2.58  -0.620
Br -1.15 3.99 -4.05  0.560
H -0.60 2.42 -0.57  0.021
H 0.37 3.62 -1.37  0.061
H -2.21 2.31 -2.56  0.032
H -0.58 1.83 -2.95  0.041
C -2.62 -2.23 -0.99  0.033
C -2.51 -0.69 -0.66  -0.235
C -2.44 0.36 -1.79  -0.106
O -3.33 1.33 -1.33  0.032
C -4.09 0.90 -0.36  -0.813
O -4.95 1.59 0.17  0.039
O -3.73 -0.31 0.00  -0.076
H -3.07 -2.82 -0.20  0.083
H -1.63 -2.61 -1.22  0.065
H -3.21 -2.38 -1.90  0.088
H -1.73 -0.56 0.10  0.075
H -2.82 0.01 -2.75  0.153
H -1.43 0.69 -2.00  0.048
C 1.13 -5.76 -1.86  -0.019
C 0.57 -4.65 -0.98  -0.289
C 1.55 -4.02 0.02  -0.097
O 1.62 -2.66 -0.31  -0.011
C 0.89 -2.46 -1.45  -0.489
O 0.72 -1.33 -1.89  0.078
O 0.39 -3.59 -1.89  0.104
H 0.29 -6.10 -2.47  0.088
H 1.42 -6.64 -1.29  0.084
H 1.97 -5.43 -2.48  0.098
H -0.39 -4.90 -0.51  0.157
H 2.48 -4.59 -0.02  0.138
H 1.14 -4.19 1.01  0.138
C 0.84 -0.49 2.71  0.000
C -0.26 -0.73 1.75  -0.318
C -0.04 -1.92 0.81  -0.150
O -1.10 -2.79 0.95  0.051
C -1.87 -2.34 1.95  -0.572
O -2.97 -2.84 2.19  0.112
O -1.44 -1.20 2.44  0.037
H 1.73 -0.07 2.23  0.074
H 1.24 -1.41 3.16  0.095
H 0.60 0.19 3.52  0.094
H -0.40 0.18 1.16  0.043
H 0.91 -2.41 1.02  0.105
H 0.06 -1.52 -0.20  0.107
C 4.07 1.67 1.91  -0.004
C 3.42 2.00 0.53  -0.267
C 1.96 2.50 0.63  -0.248
O 1.89 3.54 -0.31  -0.069
C 3.15 3.81 -0.75  -0.518
O 3.40 4.71 -1.55  0.109
O 4.09 3.09 -0.14  0.104
H 4.13 2.57 2.53  0.089
H 5.07 1.27 1.71  0.075
H 3.63 0.81 2.41  0.063
H 3.37 1.15 -0.15  0.126
H 1.88 2.81 1.68  0.025
H 1.28 1.67 0.48  0.091

Output
* total charge: -1
* energy above the lowest of the compared OMol25 structures with the same formula, charge and spin: 16.008 eV

---

[3]
Density functional theory data (ωB97M-V with the def2-TZVPD basis set) for 3 unconnected molecules or ions with the total composition C4H12NO3.

Each line ends with the natural charge from an NBO analysis.
Atoms and positions in Å:
C 0.12 -1.41 0.00  -0.050
O -1.01 -1.74 0.73  -0.763
C 0.10 0.04 -0.53  -0.234
C 0.42 1.15 0.37  -0.390
C -0.50 1.29 1.69  0.010
O -0.11 2.29 2.42  -0.609
N 2.26 -0.27 -1.91  -1.116
H 0.20 -2.10 -0.84  0.160
H 0.99 -1.48 0.66  0.134
H -0.75 0.15 -1.18  0.270
H 0.41 2.09 -0.18  0.230
H 1.38 0.92 0.81  0.214
H -0.37 0.28 2.13  0.166
H -1.51 1.48 1.27  0.188
H 2.55 -0.22 -2.87  0.367
H 1.09 -0.15 -1.18  0.355
H 2.94 -0.44 -1.19  0.346
H -1.83 -1.05 0.39  0.502
H -3.67 -0.44 -0.22  0.435
O -2.72 -0.39 -0.37  -1.214

Output
* total charge: -1
* energy above the lowest of the compared OMol25 structures with the same formula, charge and spin: 6.882 eV

---

[4]
Density functional theory data (ωB97M-V with the def2-TZVPD basis set) for a molecular structure, C6H7N2O4.

Each line ends with the natural charge from an NBO analysis.
Atoms and positions in Å:
C -1.22 0.10 1.80  -0.398
N 0.06 0.11 1.22  0.436
O 0.69 1.17 0.90  -0.495
O 0.68 -1.01 1.20  -0.531
H -1.70 -0.85 1.49  0.213
H -1.77 1.03 1.63  0.209
C -4.60 0.98 5.58  -0.414
N -3.29 0.69 4.98  -0.502
C -2.09 1.36 5.42  0.661
O -2.03 2.28 6.19  -0.627
C -1.02 0.70 4.60  -0.481
C -1.58 -0.15 3.72  -0.241
C -3.01 -0.30 4.02  0.671
O -3.81 -1.17 3.64  -0.608
H -5.34 0.24 5.21  0.223
H -4.53 0.93 6.69  0.204
H -4.99 1.99 5.30  0.195
H 0.01 1.06 4.58  0.222
H -0.99 -0.94 3.23  0.262

Output
* total charge: -1
* energy above the lowest of the compared OMol25 structures with the same formula, charge and spin: 5.192 eV